{"formula": "C27H37N3O2S", "method": "the ωB97M-V functional and the def2-TZVPD basis", "elements": ["C", "C", "N", "C", "O", "C", "C", "C", "C", "C", "C", "S", "C", "C", "C", "C", "C", "O", "N", "C", "C", "C", "N", "C", "C", "C", "C", "C", "C", "C", "C", "C", "C", "H", "H", "H", "H", "H", "H", "H", "H", "H", "H", "H", "H", "H", "H", "H", "H", "H", "H", "H", "H", "H", "H", "H", "H", "H", "H", "H", "H", "H", "H", "H", "H", "H", "H", "H", "H", "H"], "positions_angstrom": [[-4.533279, 3.182569, 1.809280], [-4.234337, 2.855195, 0.352347], [-4.537616, 1.459531, 0.056140], [-5.446740, 1.196594, -0.924527], [-5.968220, 2.083361, -1.573457], [-5.765648, -0.228962, -1.233507], [-5.740666, -0.625000, -2.567212], [-6.163203, -1.888359, -2.936215], [-6.649033, -2.764433, -1.978545], [-6.688267, -2.382893, -0.649780], [-6.240949, -1.124297, -0.282383], [-6.252375, -0.670235, 1.443631], [-4.479849, -0.499111, 1.529655], [-3.762789, -1.370078, 2.334075], [-2.385898, -1.285643, 2.407308], [-1.716650, -0.326518, 1.653621], [-0.230888, -0.146952, 1.689122], [0.281043, 0.948561, 1.562733], [0.474772, -1.283815, 1.868168], [1.919265, -1.341033, 1.880265], [2.456999, -2.169252, 0.712686], [2.420808, -1.386025, -0.603945], [3.550845, -0.479172, -0.704761], [4.764096, -1.145354, -1.154380], [6.019485, -0.531275, -0.521058], [6.041804, -0.805798, 0.979433], [7.274859, -1.085681, -1.188835], [3.248273, 0.713269, -1.484242], [2.574392, 1.803977, -0.643261], [3.550219, 2.350302, 0.393690], [2.068727, 2.925501, -1.546607], [-2.443370, 0.557755, 0.868237], [-3.830254, 0.492205, 0.792242], [-5.566767, 2.940248, 2.046215], [-3.881251, 2.619718, 2.474442], [-4.375081, 4.243041, 1.984187], [-4.867022, 3.448978, -0.310544], [-3.187522, 3.070013, 0.122526], [-5.396589, 0.081413, -3.307492], [-6.130172, -2.184267, -3.973763], [-6.999045, -3.744754, -2.264974], [-7.067824, -3.050000, 0.108977], [-4.301480, -2.103880, 2.913554], [-1.847499, -1.946626, 3.069945], [-0.013450, -2.165332, 1.882787], [2.282965, -0.314824, 1.807812], [2.246292, -1.774082, 2.832266], [3.484043, -2.457080, 0.932399], [1.863877, -3.082493, 0.615445], [1.500235, -0.799971, -0.634215], [2.392606, -2.090342, -1.454695], [4.717625, -2.198830, -0.868231], [4.851793, -1.111026, -2.253834], [5.989180, 0.551610, -0.671944], [5.111397, -0.472328, 1.430217], [6.868802, -0.281778, 1.452916], [6.158758, -1.871531, 1.168993], [8.166196, -0.658068, -0.735745], [7.284661, -0.851686, -2.251318], [7.318822, -2.167447, -1.076300], [4.185418, 1.116399, -1.874483], [2.611955, 0.465666, -2.351669], [1.721622, 1.377208, -0.110093], [4.362645, 2.889991, -0.090391], [3.972920, 1.532986, 0.970294], [3.038358, 3.027474, 1.072428], [1.592564, 3.699949, -0.950624], [2.893486, 3.373712, -2.098553], [1.341583, 2.549227, -2.263753], [-1.899647, 1.309757, 0.317307]], "forces_ev_per_angstrom": [[0.08, -0.05, -0.18], [-0.16, 0.44, 0.14], [0.14, 0.20, -0.04], [-0.01, -0.03, -0.12], [-0.10, 0.00, -0.15], [-0.28, -0.25, -0.21], [0.08, 0.11, 0.08], [0.01, -0.02, -0.03], [-0.04, -0.03, -0.03], [-0.04, -0.01, -0.07], [-0.07, 0.09, 0.33], [0.28, 0.07, -0.21], [-0.41, 0.02, 0.16], [0.05, 0.03, -0.01], [0.12, 0.08, -0.08], [-0.32, 0.14, 0.04], [-0.14, -0.24, 0.09], [0.06, 0.30, -0.06], [-0.01, -0.30, 0.00], [0.32, -0.12, 0.03], [-0.17, 0.29, -0.09], [0.03, -0.27, 0.12], [-0.04, -0.05, -0.02], [0.22, 0.29, 0.10], [-0.01, -0.34, -0.01], [-0.04, 0.20, -0.24], [-0.22, 0.23, 0.05], [-0.25, 0.17, 0.21], [0.19, 0.07, -0.22], [-0.27, -0.18, -0.09], [-0.01, -0.26, 0.17], [0.00, -0.03, -0.02], [0.28, -0.47, 0.27], [-0.09, -0.01, 0.02], [0.03, 0.00, 0.12], [0.04, 0.10, 0.07], [0.22, -0.10, 0.09], [-0.07, 0.00, -0.07], [0.00, 0.06, -0.08], [0.01, -0.02, -0.09], [-0.02, -0.09, -0.03], [0.00, -0.08, 0.06], [-0.03, -0.09, 0.03], [0.07, -0.06, 0.06], [-0.08, 0.15, -0.04], [0.05, -0.07, 0.09], [0.03, 0.13, -0.07], [0.05, -0.11, -0.01], [0.05, -0.09, 0.04], [-0.05, -0.01, -0.06], [-0.04, 0.13, 0.01], [0.03, -0.06, -0.02], [-0.05, -0.07, 0.03], [-0.03, 0.03, -0.04], [-0.09, 0.03, 0.14], [0.08, 0.03, 0.11], [0.03, -0.17, 0.04], [0.13, -0.01, 0.02], [0.05, -0.01, -0.13], [0.04, -0.15, 0.01], [0.03, 0.02, -0.07], [0.08, -0.01, -0.02], [0.05, -0.04, -0.06], [0.14, 0.09, -0.06], [0.10, -0.06, 0.14], [0.00, 0.11, 0.11], [-0.06, 0.14, 0.01], [0.09, 0.10, -0.09], [-0.09, 0.01, -0.11], [0.04, 0.09, -0.04]], "e_tot_ha": -1764.03182, "multiplicity": 1, "gap_ev": 8.8, "relative_energy_kcal_mol": 1.8}